Formula: C10H28O10V
Source: the Open Molecules 2025 dataset
Level of theory: ωB97M-V/def2-TZVPD

Last column: Mulliken charge in e.
Geometry (Å):
O -2.911 17.818 2.037  -0.049
V -2.632 16.441 2.811  0.747
O -2.105 16.829 4.302  -0.644
C -2.854 14.217 1.368  0.927
O -2.811 13.171 0.650  -0.791
O -3.528 15.280 1.064  -0.678
O -2.530 14.214 2.618  -0.658
O -0.557 16.429 1.859  -0.467
H -0.589 16.466 0.878  0.445
H 0.368 16.499 2.100  0.208
O -4.749 16.356 3.872  -0.505
H -4.969 16.099 4.771  0.190
H -5.479 16.922 3.576  0.320
C -5.948 18.926 1.264  -0.911
C -7.220 18.561 2.066  0.251
C -7.733 17.195 1.690  -1.254
O -6.872 18.633 3.455  -0.563
H -5.237 19.455 1.895  0.212
H -6.141 19.523 0.373  0.402
H -5.464 17.990 0.986  0.144
H -8.005 19.281 1.801  0.490
H -8.779 17.072 1.987  0.344
H -7.137 16.376 2.095  0.303
H -7.716 17.051 0.607  0.342
H -7.609 19.035 3.924  0.273
C 0.319 18.822 -2.228  -1.749
C -0.552 18.509 -1.002  0.947
C -2.001 18.962 -1.206  -1.014
O -0.542 17.072 -0.829  -0.623
H 1.386 18.745 -2.000  0.465
H 0.193 19.894 -2.427  0.458
H -0.004 18.270 -3.107  0.373
H -0.090 19.021 -0.150  0.046
H -2.057 19.750 -1.952  0.393
H -2.344 19.296 -0.221  0.052
H -2.679 18.128 -1.380  0.296
H 0.309 16.801 -1.188  0.281
C -1.635 20.974 3.226  -0.836
C -2.076 21.270 4.650  0.358
C -1.861 20.026 5.486  -1.206
O -1.353 22.370 5.234  -0.574
H -1.980 21.733 2.524  0.312
H -1.933 19.958 2.969  0.071
H -0.541 20.936 3.177  0.334
H -3.131 21.527 4.753  0.273
H -0.804 19.733 5.537  0.319
H -2.397 19.132 5.169  0.220
H -2.116 20.234 6.531  0.381
H -0.463 22.021 5.369  0.346

## Properties
energy	-56989.1026	eV
highest occupied orbital energy	-3.7	eV
LUMO energy	2.47	eV
charge	-1
energy relative to the best compared isomer or geometry (same formula, charge and spin)	0.484	eV